1.
The following is a quantum chemistry calculation of a single C5H7NO molecule, from the Open Molecules 2025 dataset.

Values from the calculation:
* energy above the lowest of the compared OMol25 structures with the same formula, charge and spin: 5.4493 eV
* orbital gap: 9.91 eV

The geometry in ORCA input format:
```
! wB97M-V def2-TZVPD RIJCOSX def2/J DEFGRID3
* xyz 0 1
C -1.89 -0.10 0.08
C -1.23 1.04 -0.22
C 0.08 0.60 0.37
N 1.53 0.80 0.06
C 1.64 -0.74 0.08
C 0.14 -0.82 -0.25
O -1.13 -1.33 0.13
H -2.98 -0.17 -0.08
H -1.67 1.97 0.11
H -0.18 0.65 1.45
H 1.67 1.13 -0.85
H 2.40 -1.10 -0.62
H 1.70 -1.40 1.09
H -0.08 -0.54 -1.36
*
```

***

2.
The following is a quantum chemistry calculation of a molecular structure, C9H13BrClOP, from the Open Molecules 2025 dataset.

Values from the calculation:
* energy above the lowest of the compared OMol25 structures with the same formula, charge and spin: 0.5060 eV
* orbital gap: 10.08 eV

The geometry in ORCA input format:
```
! wB97M-V def2-TZVPD RIJCOSX def2/J DEFGRID3
* xyz 0 1
C -2.00 -1.80 0.13
C 0.11 1.21 1.40
C -0.02 1.07 -1.60
C -1.03 0.19 1.23
C -1.07 -0.05 -1.41
C 1.48 0.45 1.30
C 1.44 0.52 -1.47
C -0.96 -0.76 -0.02
C 1.66 -0.23 -0.10
O -1.87 -2.98 0.30
P 0.68 -1.79 -0.09
Cl -3.72 -1.28 -0.07
Br 3.49 -0.95 0.04
H 0.01 2.12 0.81
H -0.12 1.74 2.45
H -0.03 1.41 -2.66
H -0.38 1.85 -0.81
H -0.97 -0.54 1.99
H -1.86 0.82 1.12
H -2.15 0.19 -1.40
H -1.05 -0.92 -2.25
H 2.21 1.22 1.50
H 1.62 -0.46 1.86
H 1.76 -0.28 -2.15
H 2.04 1.32 -1.53
H 0.72 -2.06 1.42
*
```

***

3.
The following is a quantum chemistry calculation of 2 unconnected molecules or ions with the total composition C23H33Si, from the Open Molecules 2025 dataset.

Values from the calculation:
* orbital gap: 5.67 eV

The geometry in ORCA input format:
```
! wB97M-V def2-TZVPD RIJCOSX def2/J DEFGRID3
* xyz 1 1
C -0.21 -3.01 3.60
C -1.45 -2.96 2.73
Si -2.19 -1.25 2.49
C -3.74 -1.33 1.42
C -4.11 -2.69 0.89
C -2.67 -0.55 4.17
C -3.70 -1.35 4.93
C -0.94 -0.13 1.64
C -0.48 -0.61 0.32
C -1.00 -0.19 -0.82
H 0.18 -4.02 3.71
H 0.59 -2.40 3.20
H -0.42 -2.64 4.61
H -1.24 -3.33 1.72
H -2.25 -3.58 3.14
H -4.55 -0.90 2.02
H -3.56 -0.62 0.60
H -5.01 -2.67 0.27
H -3.31 -3.12 0.29
H -4.31 -3.39 1.71
H -1.74 -0.46 4.73
H -3.02 0.47 3.98
H -3.94 -0.91 5.91
H -4.64 -1.43 4.38
H -3.36 -2.37 5.11
H -1.39 0.85 1.56
H -0.10 -0.04 2.34
H 0.30 -1.35 0.29
H -0.67 -0.56 -1.77
H -1.79 0.53 -0.84
C 6.28 -0.87 -1.34
C 5.04 -0.06 -1.47
C 4.27 0.28 -0.36
C 3.12 1.01 -0.49
C 2.66 1.46 -1.75
C 1.45 2.21 -1.80
C 0.70 2.78 -2.87
C -0.44 3.55 -2.54
C -1.21 4.15 -3.51
C -0.87 4.02 -4.84
C 0.22 3.26 -5.21
C 0.99 2.64 -4.25
C 3.47 1.13 -2.86
C 4.61 0.39 -2.72
H 6.72 -1.08 -2.31
H 7.04 -0.34 -0.75
H 6.09 -1.82 -0.85
H 4.60 -0.04 0.62
H 2.54 1.27 0.38
H 1.00 2.39 -0.83
H -0.71 3.66 -1.50
H -2.07 4.74 -3.23
H -1.47 4.50 -5.60
H 0.47 3.14 -6.25
H 1.79 2.02 -4.58
H 3.22 1.49 -3.83
H 5.20 0.14 -3.59
*
```

***

4.
The following is a quantum chemistry calculation of 6 unconnected molecules or ions with the total composition C18H36O6, from the Open Molecules 2025 dataset.

Values from the calculation:
* energy above the lowest of the compared OMol25 structures with the same formula, charge and spin: 0.6404 eV
* orbital gap: 9.46 eV

The geometry in ORCA input format:
```
! wB97M-V def2-TZVPD RIJCOSX def2/J DEFGRID3
* xyz 0 1
C 16.60 -24.97 19.99
C 16.41 -26.25 19.18
C 17.21 -27.46 19.47
O 15.69 -26.18 18.20
H 16.04 -25.04 20.93
H 16.12 -24.17 19.44
H 17.64 -24.74 20.22
H 17.24 -27.67 20.54
H 18.24 -27.45 19.11
H 16.69 -28.34 19.07
C 25.35 -17.60 19.27
C 24.68 -17.69 20.63
C 23.47 -18.60 20.74
O 25.04 -17.01 21.55
H 24.65 -17.08 18.62
H 25.77 -18.52 18.86
H 26.23 -16.95 19.31
H 23.67 -19.29 21.56
H 23.41 -19.19 19.82
H 22.51 -18.11 20.85
C 20.84 -21.03 21.95
C 19.59 -21.86 21.82
C 19.61 -23.27 22.43
O 18.66 -21.49 21.15
H 20.64 -20.08 21.47
H 21.76 -21.44 21.53
H 20.98 -20.98 23.04
H 20.60 -23.68 22.20
H 18.75 -23.76 22.00
H 19.62 -23.26 23.52
C 14.96 -20.80 17.61
C 15.76 -20.31 18.80
C 15.52 -20.96 20.14
O 16.60 -19.47 18.66
H 13.97 -21.14 17.94
H 15.42 -21.68 17.15
H 14.90 -20.03 16.84
H 16.04 -21.91 20.21
H 14.45 -21.17 20.24
H 15.78 -20.24 20.91
C 22.72 -24.56 19.56
C 21.77 -25.74 19.68
C 21.85 -26.74 18.56
O 21.05 -25.90 20.64
H 22.45 -23.80 20.29
H 22.69 -24.06 18.59
H 23.74 -24.89 19.73
H 21.38 -27.68 18.85
H 22.85 -26.91 18.18
H 21.24 -26.38 17.73
C 19.06 -26.99 22.65
C 17.82 -27.08 23.48
C 17.99 -27.72 24.87
O 16.76 -26.62 23.11
H 18.73 -26.65 21.67
H 19.53 -27.96 22.52
H 19.75 -26.28 23.11
H 17.50 -27.12 25.63
H 19.05 -27.69 25.13
H 17.58 -28.72 24.81
*
```

***

5.
The following is a quantum chemistry calculation of a single C19H20FNO2S2 molecule, from the Open Molecules 2025 dataset.

Values from the calculation:
* orbital gap: 7.96 eV

The geometry in ORCA input format:
```
! wB97M-V def2-TZVPD RIJCOSX def2/J DEFGRID3
* xyz 0 1
C -2.65 0.66 1.69
C -1.50 0.55 0.63
C -1.72 -0.39 -0.44
C -0.56 -0.79 -1.22
C -0.56 -1.98 -2.13
O -1.55 -2.15 -2.85
C 0.66 -2.68 -2.64
S 0.57 -4.46 -2.20
C 0.67 -4.41 -0.47
C 1.82 -4.72 0.22
C 1.90 -4.56 1.61
C 0.78 -4.13 2.32
F 0.92 -4.09 3.64
C -0.52 -4.07 1.63
C -0.50 -4.04 0.26
C 0.67 0.05 -1.08
C 0.74 1.10 -0.19
C 2.02 1.89 -0.12
C -0.33 1.36 0.66
O -0.19 2.36 1.56
C -0.23 3.70 1.28
S -0.38 4.69 2.60
N -0.19 4.20 0.05
C -1.21 3.84 -1.03
C 0.79 5.31 -0.26
H -3.55 -0.01 1.51
H -2.25 0.55 2.78
H -3.08 1.64 1.59
H -2.61 -1.02 -0.50
H 0.84 -2.54 -3.72
H 1.45 -2.36 -2.01
H 2.70 -5.16 -0.28
H 2.78 -4.99 2.03
H -1.35 -3.75 2.20
H -1.42 -3.85 -0.36
H 1.56 -0.25 -1.55
H 2.27 1.99 0.91
H 2.92 1.50 -0.56
H 1.79 2.85 -0.62
H -1.69 4.84 -1.17
H -1.86 2.95 -0.76
H -0.83 3.61 -2.06
H 0.54 6.14 0.50
H 1.79 4.98 -0.20
H 0.57 5.68 -1.25
*
```

***

6.
The following is a quantum chemistry calculation of 11 unconnected molecules or ions with the total composition C26H70F2N3O32S10, from the Open Molecules 2025 dataset.

Values from the calculation:
* energy above the lowest of the compared OMol25 structures with the same formula, charge and spin: 4.5881 eV
* orbital gap: 8.56 eV

The geometry in ORCA input format:
```
! wB97M-V def2-TZVPD RIJCOSX def2/J DEFGRID3
* xyz -1 1
N -0.57 1.19 -0.52
S 0.11 1.65 0.72
O 1.19 2.64 0.63
O 0.04 0.80 1.86
F -1.10 2.64 1.20
S 0.70 0.13 -0.87
O 0.73 -1.17 -0.15
O 1.91 0.79 -1.38
F -0.04 -0.25 -2.25
C 0.56 6.07 6.88
N -0.42 5.00 7.20
O -1.60 5.32 7.22
O -0.01 3.88 7.36
H 0.31 6.92 7.52
H 0.30 6.27 5.84
H 1.57 5.69 7.08
C -1.62 -4.46 -8.90
N -1.67 -3.15 -9.68
O -0.62 -2.61 -9.95
O -2.80 -2.70 -9.89
H -1.31 -4.21 -7.89
H -0.89 -5.11 -9.39
H -2.60 -4.94 -8.84
O 4.60 -4.84 -5.31
S 5.41 -5.12 -6.52
O 4.76 -5.93 -7.57
O 6.03 -3.68 -7.16
C 6.41 -2.81 -6.23
C 7.41 -1.91 -7.00
C 7.03 -5.93 -5.97
H 6.78 -3.23 -5.30
H 5.47 -2.29 -6.02
H 8.32 -2.50 -7.05
H 7.57 -1.01 -6.40
H 6.99 -1.47 -7.91
H 7.52 -6.27 -6.88
H 6.88 -6.76 -5.28
H 7.57 -5.17 -5.40
O 3.79 4.52 -6.71
S 3.16 5.82 -6.48
O 3.67 6.99 -7.24
O 1.55 5.75 -6.65
C 0.95 4.42 -6.76
C -0.47 4.49 -6.23
C 3.11 6.34 -4.71
H 1.49 3.60 -6.29
H 0.91 4.18 -7.82
H -1.17 4.00 -6.90
H -0.84 5.51 -6.14
H -0.56 3.95 -5.29
H 2.26 5.81 -4.26
H 3.17 7.42 -4.82
H 4.07 5.92 -4.40
O 5.09 -1.96 3.44
S 5.57 -3.34 3.70
O 7.00 -3.63 3.94
O 4.66 -4.06 4.98
C 3.27 -3.73 5.10
C 2.94 -2.57 5.99
C 5.17 -4.45 2.31
H 2.66 -4.58 5.41
H 2.84 -3.54 4.12
H 2.96 -2.83 7.05
H 1.89 -2.34 5.80
H 3.56 -1.68 5.88
H 5.61 -5.42 2.56
H 5.73 -4.11 1.44
H 4.09 -4.61 2.25
O -4.89 -11.42 3.50
S -3.90 -11.10 4.52
O -2.94 -12.14 4.89
O -2.98 -9.86 3.95
C -3.31 -9.35 2.63
C -2.21 -8.43 2.13
C -4.66 -10.21 5.92
H -4.20 -8.74 2.53
H -3.49 -10.16 1.92
H -2.05 -7.47 2.63
H -2.32 -8.39 1.05
H -1.25 -8.95 2.19
H -5.21 -11.03 6.39
H -5.33 -9.40 5.66
H -3.85 -9.89 6.57
O -7.62 -4.00 -2.46
S -6.61 -3.12 -3.07
O -5.78 -3.54 -4.24
O -7.28 -1.67 -3.40
C -6.47 -0.63 -3.93
C -7.37 0.20 -4.91
C -5.48 -2.42 -1.72
H -5.54 -0.86 -4.44
H -6.09 0.04 -3.16
H -6.83 0.75 -5.68
H -8.09 0.87 -4.44
H -8.01 -0.51 -5.43
H -4.48 -2.20 -2.11
H -5.35 -3.04 -0.84
H -5.92 -1.49 -1.35
O -5.58 8.44 0.51
S -4.55 8.36 -0.48
O -4.56 9.28 -1.62
O -3.06 8.43 0.33
C -1.86 8.58 -0.42
C -0.76 9.31 0.35
C -4.49 6.58 -1.18
H -2.00 9.27 -1.25
H -1.60 7.62 -0.87
H 0.08 9.47 -0.33
H -0.33 8.79 1.20
H -1.15 10.21 0.83
H -4.32 5.93 -0.32
H -3.67 6.53 -1.89
H -5.44 6.24 -1.59
O -6.27 -3.02 7.84
S -6.61 -2.97 6.40
O -6.09 -3.98 5.44
O -8.29 -2.98 6.28
C -8.87 -3.55 5.12
C -10.43 -3.36 5.10
C -6.25 -1.26 5.65
H -8.68 -4.62 5.02
H -8.41 -3.03 4.28
H -10.94 -3.83 5.94
H -10.87 -3.65 4.15
H -10.53 -2.29 5.30
H -6.55 -1.23 4.60
H -5.19 -1.03 5.70
H -6.87 -0.58 6.23
O 8.00 4.32 5.01
S 8.05 5.55 4.30
O 7.30 6.74 4.69
O 9.65 5.98 4.20
C 10.00 7.23 3.73
C 10.09 8.25 4.90
C 7.82 5.25 2.44
H 9.19 7.53 3.06
H 10.95 7.24 3.20
H 10.04 9.25 4.46
H 11.04 8.19 5.42
H 9.23 8.12 5.56
H 7.49 6.19 1.99
H 7.04 4.49 2.35
H 8.72 4.80 2.01
*
```

***

7.
The following is a quantum chemistry calculation of a molecular structure, C20H41N2OP3Ti, from the Open Molecules 2025 dataset.

Values from the calculation:
* energy above the lowest of the compared OMol25 structures with the same formula, charge and spin: 0.0000 eV
* orbital gap (spin up / spin down): 4.53 / 4.53 eV

The geometry in ORCA input format:
```
! wB97M-V def2-TZVPD RIJCOSX def2/J DEFGRID3
* xyz 4 1
Ti -0.02 -0.34 0.20
P 0.68 -2.57 -0.63
P 2.36 -0.12 1.19
P -2.56 0.00 0.03
H 2.13 4.18 0.28
C 1.10 4.53 0.34
C 0.39 4.47 1.49
H 0.80 4.02 2.40
C 1.94 -2.55 -1.96
C 1.28 -3.93 0.44
C -0.76 -3.33 -1.46
C 2.57 1.49 2.02
C 2.77 -1.31 2.52
C 3.85 -0.20 0.14
C -2.98 1.60 0.81
C -3.64 -1.19 0.92
C -3.40 0.14 -1.58
H 0.67 4.95 -0.58
H -0.62 4.89 1.55
H 1.45 -2.53 -2.94
H 2.58 -3.44 -1.90
H 2.59 -1.66 -1.88
H 1.09 -4.89 -0.05
H 0.76 -3.93 1.41
H 2.36 -3.83 0.62
H -0.44 -4.19 -2.06
H -1.25 -2.59 -2.12
H -1.50 -3.65 -0.71
H 3.63 1.64 2.25
H 2.00 1.50 2.96
H 2.21 2.32 1.40
H 3.85 -1.25 2.75
H 2.52 -2.33 2.22
H 2.20 -1.07 3.43
H 4.73 0.12 0.72
H 3.73 0.47 -0.72
H 4.01 -1.22 -0.23
H -4.05 1.79 0.64
H -2.39 2.42 0.39
H -2.79 1.55 1.89
H -4.67 -1.08 0.56
H -3.62 -0.99 2.00
H -3.30 -2.21 0.75
H -4.48 0.25 -1.40
H -3.22 -0.76 -2.17
H -3.03 1.01 -2.14
C 0.00 1.33 -2.55
C 0.62 0.55 -3.52
C 0.32 0.80 -4.86
C -0.53 1.86 -5.20
C -1.07 2.68 -4.21
C -0.80 2.43 -2.86
O 0.09 0.89 -1.22
H -0.81 1.10 -0.59
H 1.29 -0.26 -3.22
H 0.75 0.17 -5.63
H -0.77 2.05 -6.25
H -1.72 3.52 -4.48
H -1.18 3.08 -2.07
N -0.82 -1.67 2.91
C -1.05 -1.51 4.23
C -0.95 -0.15 4.48
C -0.66 0.47 3.26
N -0.57 -0.49 2.29
H -0.85 -2.55 2.40
H -1.26 -2.33 4.89
H -1.07 0.36 5.42
H -0.52 1.50 3.02
*
```

***

8.
The following is a quantum chemistry calculation of a molecular structure, C2H2BrCl3, from the Open Molecules 2025 dataset.

Values from the calculation:
* energy above the lowest of the compared OMol25 structures with the same formula, charge and spin: 3.9796 eV
* orbital gap (spin up / spin down): 8.42 / 7.38 eV

The geometry in ORCA input format:
```
! wB97M-V def2-TZVPD RIJCOSX def2/J DEFGRID3
* xyz 0 1
C -0.68 -0.39 -0.41
C 1.92 -0.10 -3.43
Cl -0.10 -0.01 -1.85
Cl 2.34 -1.74 -3.14
Cl 0.76 0.20 -4.65
Br 3.32 1.04 -3.34
H -0.24 0.25 0.33
H -1.21 -1.25 -0.31
*
```

***

9.
The following is a quantum chemistry calculation of a molecular structure, C11H22InNO5P, from the Open Molecules 2025 dataset.

Values from the calculation:
* orbital gap: 1.79 eV

The geometry in ORCA input format:
```
! wB97M-V def2-TZVPD RIJCOSX def2/J DEFGRID3
* xyz 3 1
C -0.65 6.41 -0.96
C -0.11 5.36 -0.73
C 0.64 4.13 -0.54
C 0.13 3.09 -1.68
C 0.01 1.66 -1.16
O 1.32 1.20 -0.69
P 1.49 -0.43 -0.69
O 2.12 -0.89 -1.90
O 2.41 -0.85 0.61
C 1.82 -1.81 1.45
C 2.89 -2.27 2.63
N 3.05 -3.65 2.71
O 0.04 -1.06 -0.38
C -0.52 -1.83 -1.47
O -1.53 -2.61 -0.90
C -2.80 -2.02 -0.91
C -3.03 -0.96 0.25
C -2.78 -1.50 1.66
H -1.11 7.30 -1.35
H 1.77 4.32 -0.69
H 0.45 3.73 0.46
H 0.87 3.11 -2.56
H -0.84 3.44 -2.05
H -0.69 1.56 -0.33
H -0.29 1.03 -2.01
H 1.56 -2.71 0.89
H 0.96 -1.38 2.00
H 2.48 -1.95 3.60
H 3.84 -1.73 2.46
H 3.46 -4.08 1.87
H 2.24 -4.16 3.05
H 0.21 -2.52 -1.92
H -0.93 -1.22 -2.29
H -3.06 -1.61 -1.90
H -3.52 -2.83 -0.73
H -2.35 -0.11 0.09
H -4.04 -0.55 0.12
H -3.71 -1.41 2.22
H -2.40 -2.53 1.70
H -2.04 -0.88 2.19
In 2.59 3.20 -2.07
*
```

***

10.
The following is a quantum chemistry calculation of 5 unconnected molecules or ions with the total composition C3H14O3S2, from the Open Molecules 2025 dataset.

Values from the calculation:
* energy above the lowest of the compared OMol25 structures with the same formula, charge and spin: 0.0000 eV
* orbital gap (spin up / spin down): 6.99 / 3.70 eV
* expectation value of S²: 0.755

The geometry in ORCA input format:
```
! wB97M-V def2-TZVPD RIJCOSX def2/J DEFGRID3
* xyz -1 2
C 0.06 -1.05 0.97
C -0.82 -2.30 0.62
C 0.86 -0.51 -0.25
S 2.01 0.88 0.10
S -2.53 -0.48 -1.47
H 0.80 -1.29 1.76
H -0.49 -0.31 1.44
H -0.31 -3.24 0.86
H -1.81 -2.31 1.06
H -0.92 -2.35 -0.46
H 0.21 -0.25 -1.09
H 1.49 -1.30 -0.55
H -1.98 0.43 -2.31
H 0.02 3.30 -0.68
H 0.40 2.20 0.26
O -0.25 2.91 0.14
H -2.35 1.74 1.45
H -3.00 0.67 0.67
O -3.11 1.14 1.48
H 5.30 -0.90 -0.34
H 3.77 -0.58 -0.29
O 4.46 -1.31 -0.46
*
```